[1]
This record from the Open Molecules 2025 dataset describes C18H28N8O4RhS as an isolated structure. The level of theory is ωB97M-V/def2-TZVPD.

HOMO energy (alpha / beta) (eV): -11.7 / -11.7
E (a.u.): -1950.17626
Energy above the lowest of the compared OMol25 structures with the same formula, charge and spin (kJ/mol): 122.97

ORCA input file:
```
! wB97M-V def2-TZVPD RIJCOSX def2/J DEFGRID3
* xyz 1 1
Rh -0.004 -0.231 0.522
C -3.633 1.786 1.840
C -2.178 1.878 1.434
C -1.569 3.221 1.794
O -1.392 0.773 2.030
C -2.009 1.750 -0.105
O -2.885 2.094 -0.854
O -0.824 1.281 -0.490
H -3.765 2.077 2.884
H -4.031 0.780 1.712
H -4.217 2.454 1.212
H -1.659 3.406 2.866
H -2.090 4.012 1.256
H -0.512 3.245 1.524
H -1.975 0.244 2.593
S 3.065 -0.155 3.786
C 2.552 1.449 3.480
C 1.676 1.469 2.453
N 1.430 0.224 1.917
C 2.093 -0.725 2.533
H 2.912 2.276 4.070
H 1.182 2.337 2.047
H 2.026 -1.769 2.272
C 1.139 -1.138 -2.139
N 1.504 -0.206 -1.009
C 1.621 1.187 -1.586
N 2.615 1.217 -2.634
C 2.221 0.287 -3.699
N 2.129 -1.085 -3.187
C 3.432 -1.476 -2.643
N 3.841 -0.570 -1.561
C 2.859 -0.613 -0.506
C 3.911 0.795 -2.097
H 0.172 -0.842 -2.526
H 1.075 -2.150 -1.742
H 1.907 1.871 -0.785
H 0.658 1.483 -1.979
H 2.964 0.321 -4.494
H 1.254 0.588 -4.100
H 4.178 -1.442 -3.434
H 3.371 -2.493 -2.256
H 3.160 0.066 0.287
H 2.790 -1.627 -0.109
H 4.656 0.826 -2.890
H 4.213 1.480 -1.304
C -2.802 -2.652 -2.156
C -2.399 -1.724 -1.055
C -3.465 -1.137 -0.208
O -1.205 -1.465 -0.906
H -3.729 -3.169 -1.921
H -2.008 -3.367 -2.360
H -2.970 -2.055 -3.057
H -4.196 -1.895 0.072
H -3.981 -0.359 -0.779
H -3.034 -0.687 0.677
N -0.271 -1.872 1.638
C -1.126 -2.330 2.313
N -1.962 -2.916 3.014
C -2.928 -2.528 3.827
N -3.792 -2.199 4.520
*
```

Löwdin atomic charge list, values in e, 6 entries: atom 1 (Rh): 1.26, atom 2 (C): 0.01, atom 3 (C): -0.47, atom 4 (C): 0.01, atom 5 (O): -0.08, atom 6 (C): -0.55



[2]
This record from the Open Molecules 2025 dataset describes C18H28NO4P2Zn as an isolated structure. The level of theory is ωB97M-V/def2-TZVPD.

HOMO energy (eV): -11.6
E (a.u.): -3520.36622

ORCA input file:
```
! wB97M-V def2-TZVPD RIJCOSX def2/J DEFGRID3
* xyz 1 1
Zn -0.035 0.242 -0.198
P 2.302 -0.377 -0.211
C 2.509 -0.576 -2.018
C 1.270 -1.152 -2.648
N 0.083 -0.820 -2.102
C -1.075 -1.206 -2.672
C -1.063 -2.090 -3.744
C 0.152 -2.501 -4.291
C 1.338 -2.003 -3.751
C -2.370 -0.661 -2.093
P -2.051 0.923 -1.234
H 2.321 -2.252 -4.140
H -2.029 -2.415 -4.126
H 0.178 -3.200 -5.127
H -3.140 -0.516 -2.862
H -2.768 -1.349 -1.332
H 2.675 0.477 -2.400
H 3.385 -1.204 -2.219
H 1.552 2.442 -1.796
O 2.330 2.140 -2.364
H 2.224 2.525 -3.247
H 0.151 2.649 0.141
O 0.407 3.018 -0.745
H 0.673 3.937 -0.561
C -2.187 2.155 -2.568
H -3.162 2.081 -3.072
H -2.062 3.164 -2.152
H -1.390 1.989 -3.307
C -3.437 1.163 -0.084
H -3.240 2.073 0.505
H -4.398 1.261 -0.610
H -3.474 0.310 0.611
C 2.417 -2.099 0.367
H 3.210 -2.640 -0.169
H 2.618 -2.094 1.446
H 1.450 -2.593 0.207
C 3.784 0.529 0.327
H 3.640 0.786 1.386
H 4.704 -0.067 0.226
H 3.881 1.460 -0.251
O -0.592 -1.078 1.398
C -0.481 -0.075 2.186
O -0.187 1.106 1.711
C -0.685 -0.215 3.642
C -0.726 0.946 4.415
C -0.942 0.867 5.789
C -1.104 -0.386 6.398
C -1.036 -1.556 5.625
C -0.832 -1.471 4.245
H -0.589 1.902 3.916
H -0.986 1.787 6.371
H -1.282 -0.445 7.472
H -1.147 -2.534 6.099
H -0.785 -2.356 3.610
*
```

Löwdin atomic charge list, values in e, 6 entries: atom 1 (Zn): 0.48, atom 2 (P): 0.88, atom 3 (C): -0.29, atom 4 (C): -0.30, atom 5 (N): 0.04, atom 6 (C): -0.30



[3]
This record from the Open Molecules 2025 dataset describes C18H29AlNO3PSbSe4SiTe as an isolated structure. The level of theory is ωB97M-V/def2-TZVPD.

HOMO energy (eV): -4.9
E (a.u.): -11971.44476
Energy above the lowest of the compared OMol25 structures with the same formula, charge and spin (kJ/mol): 0.00

ORCA input file:
```
! wB97M-V def2-TZVPD RIJCOSX def2/J DEFGRID3
* xyz -1 1
Al -0.929 0.982 0.451
C -0.424 3.429 1.322
C -0.445 2.162 2.037
C 0.953 1.735 2.109
C 1.716 2.642 1.419
C 0.865 3.689 0.936
H -1.293 4.050 1.157
H -1.141 1.997 2.846
H 1.315 0.861 2.635
H 2.779 2.564 1.239
H 1.193 4.528 0.336
C 4.348 2.924 -1.857
C 3.260 2.194 -2.615
O 2.272 1.783 -1.650
P 0.989 0.875 -1.996
O -0.074 1.404 -1.012
Te 0.495 0.803 -4.259
O 1.345 -0.543 -1.336
C 2.224 -1.505 -1.948
C 3.482 -1.635 -1.113
H 5.113 3.263 -2.558
H 4.814 2.268 -1.119
H 3.935 3.791 -1.337
H 3.668 1.329 -3.138
H 2.801 2.841 -3.359
H 2.454 -1.216 -2.971
H 1.681 -2.447 -1.993
H 3.964 -0.662 -0.999
H 4.181 -2.327 -1.590
H 3.240 -2.010 -0.116
Se -7.052 5.128 0.338
Sb -6.320 2.874 0.434
Se -4.359 2.666 -1.443
Se -4.062 2.863 2.034
Se -3.412 1.429 0.310
C 0.501 -2.418 2.639
Si -1.165 -1.642 2.247
C -2.531 -2.918 2.361
C -1.513 -0.470 3.660
N -1.230 -0.843 0.699
C -1.374 -1.646 -0.462
C -1.856 -1.125 -1.676
C -1.999 -1.909 -2.810
C -1.669 -3.257 -2.790
C -1.186 -3.796 -1.607
C -1.039 -3.012 -0.472
H 0.473 -2.849 3.647
H 1.286 -1.653 2.617
H 0.791 -3.210 1.943
H -2.522 -3.396 3.348
H -2.465 -3.703 1.605
H -3.497 -2.417 2.236
H -1.663 -1.081 4.561
H -2.429 0.110 3.501
H -0.694 0.221 3.866
H -2.106 -0.077 -1.770
H -2.370 -1.450 -3.717
H -1.765 -3.868 -3.679
H -0.913 -4.845 -1.560
H -0.640 -3.471 0.422
*
```

Löwdin atomic charge list, values in e, 6 entries: atom 1 (Al): -0.01, atom 2 (C): -0.15, atom 3 (C): -0.31, atom 4 (C): -0.14, atom 5 (C): -0.12, atom 6 (C): -0.11